Record 1
DFT (ωB97M-V/def2-TZVPD) results for a gas-phase ion, C3H4NO3 (charge -1).

The geometry in ORCA input format:
```
! RIJCOSX wB97M-V def2-TZVPD def2/J DEFGRID3
* xyz -1 1
C -0.4868 0.2239 0.8740
C -1.0564 1.2275 1.4921
C -0.9060 -0.5209 -0.3756
N 1.1184 -0.1811 -1.4067
O 2.4121 -0.6897 -1.2293
O 0.1432 -1.1610 -0.9101
O -1.5518 2.1245 2.0931
H 0.6132 0.4022 0.9739
H -1.7595 -1.1661 -0.1618
H -1.1427 0.3223 -1.0202
H 2.6163 -0.5816 -0.3295
*
```

Properties
Relative energy (zero: lowest compared OMol25 entry of this formula, charge and spin) ... 181.4 kcal/mol
SMILES ... O=C=CCO[N-]O
Energy ... -397.0147 a.u.

Record 2
DFT (ωB97M-V/def2-TZVPD) results for C5H10N4 in the gas phase.

The geometry in ORCA input format:
```
! RIJCOSX wB97M-V def2-TZVPD def2/J DEFGRID3
* xyz 0 1
C -3.7618 0.7148 -0.0834
C -1.5618 -0.5862 -0.1208
C 0.6111 -1.8694 -0.2453
C 3.5045 0.0653 -0.1968
C 2.8303 1.5573 0.1081
H -4.6790 0.2275 -0.6488
H -3.1603 1.4370 -0.5077
H -4.2583 1.1755 0.8743
H -3.2296 -1.2552 0.5660
H -1.0828 0.2814 -0.4668
H 0.9287 -2.7809 -0.5951
H 4.6389 -0.0142 -0.1866
H 1.7878 1.2501 0.1697
H 3.6037 1.7485 0.9114
H 3.0578 2.0818 -0.6606
N -2.8440 -0.2540 0.3467
N -0.7783 -1.6167 0.1218
N 1.5173 -0.9799 0.3818
N 2.8759 -1.1830 0.2318
*
```

Properties
Relative energy (zero: lowest compared OMol25 entry of this formula, charge and spin) ... 154.8 kcal/mol
SMILES ... C\C=N/N=C/N=C/NC
Energy ... -415.3101 a.u.

Record 3
DFT (ωB97M-V/def2-TZVPD) results for 2 unconnected molecules or ions with the total composition C11H22N3O.

The geometry in ORCA input format:
```
! RIJCOSX wB97M-V def2-TZVPD def2/J DEFGRID3
* xyz 1 1
C -0.8479 -0.5418 -0.6252
C 0.3646 -0.3421 0.1446
C 0.2367 0.4067 1.2608
C -2.0585 0.8882 0.6551
C 1.3960 0.4811 2.1499
C 3.8174 -1.4255 -2.4890
C -4.2422 1.3444 -0.1335
C -3.2971 2.5430 1.9014
C 1.6479 -1.0265 -0.2479
C 2.8443 -2.4561 -1.7858
C 1.4814 -1.8574 -1.5505
N -2.0053 0.0043 -0.3896
N -1.0606 0.8682 1.5890
N -3.1695 1.5710 0.8322
O -0.9197 2.3186 -0.6279
H -0.8794 -1.1685 -1.5639
H 1.4394 1.2973 2.7925
H 2.3679 0.3599 1.5289
H 1.3253 -0.5097 2.7887
H 3.4900 -1.5050 -3.5072
H 4.8572 -1.6837 -2.4261
H 3.5899 -0.4425 -2.1193
H -4.5006 2.3854 -0.6545
H -3.9477 0.5123 -0.8409
H -5.2052 1.1557 0.3802
H -2.7119 2.1671 2.7559
H -2.6187 3.4379 1.5952
H -4.3436 2.8581 1.9341
H 2.0047 -1.6438 0.6381
H 2.3837 -0.2493 -0.4076
H 2.6745 -3.3793 -2.4707
H 3.1405 -3.0255 -0.8326
H 0.7804 -2.6632 -1.3550
H 1.0802 -1.1255 -2.3499
H -1.1315 1.4379 2.5217
H -0.9567 2.4639 -1.5318
H -0.3632 3.0886 -0.2813
*
```

Properties
Relative energy (zero: lowest compared OMol25 entry of this formula, charge and spin) ... 2.6 kcal/mol
Energy ... -671.5562 a.u.

Record 4
DFT (ωB97M-V/def2-TZVPD) results for C3H4O3 in the gas phase.

The geometry in ORCA input format:
```
! RIJCOSX wB97M-V def2-TZVPD def2/J DEFGRID3
* xyz 0 1
O 1.1815 1.3350 -0.7857
C 1.3409 0.3382 -0.1322
C 0.3484 -0.8093 -0.0882
O -0.9189 -0.4377 -0.6078
C -1.5463 0.4953 0.1261
O -1.1167 0.9678 1.1437
H 2.2548 0.1737 0.4745
H 0.7139 -1.6164 -0.7324
H 0.2551 -1.1876 0.9359
H -2.5128 0.7410 -0.3338
*
```

Properties
Relative energy (zero: lowest compared OMol25 entry of this formula, charge and spin) ... 25.2 kcal/mol
SMILES ... O=CCOC=O
Energy ... -342.4158 a.u.

Record 5
DFT (ωB97M-V/def2-TZVPD) results for 13 unconnected molecules or ions with the total composition C33H64Cl25N3OPS2.

The geometry in ORCA input format:
```
! RIJCOSX wB97M-V def2-TZVPD def2/J DEFGRID3
* xyz 1 1
C 0.4516 3.8222 -1.9433
C 1.0963 3.7528 -0.5435
P 2.1256 2.2541 -0.3552
C 3.0467 2.4330 1.2216
C 3.4972 1.0642 1.7397
C 0.9393 0.8227 -0.1753
C -0.4178 1.0863 -0.8025
N -1.3646 0.0617 -0.2830
C -2.7819 0.4543 -0.6508
C -3.8386 -0.4752 -0.0524
C -5.2090 0.2340 0.0315
S -6.3431 -0.4511 -1.2211
C -1.0178 -1.2978 -0.7663
C 0.4739 -1.6602 -0.6713
Cl 0.7177 -2.6481 0.8106
C 1.4914 -0.5063 -0.7141
C 2.0893 -0.4416 -2.1229
C 2.9725 -1.6338 -2.4744
C 4.1388 -1.7771 -1.5091
C 5.2936 -2.6228 -2.0568
C 5.8725 -3.6473 -1.0754
C 5.9632 -3.1944 0.3801
C 6.4651 -1.7627 0.5636
S 7.6229 -1.6769 1.9445
C 7.8702 0.0484 1.9496
N 6.9681 0.9010 1.5442
N 7.5553 2.1654 1.6765
C 8.7389 1.9514 2.1628
O 9.0085 0.6427 2.3552
H -0.6176 3.6529 -1.9097
H 0.6634 4.7774 -2.4011
H 0.9045 3.0794 -2.5962
H 1.7674 4.5921 -0.4097
H 0.3380 3.8278 0.2232
H 3.9236 3.0321 1.0204
H 2.4423 2.9015 1.9940
H 4.1460 1.2082 2.5931
H 2.6481 0.4568 2.0280
H 4.0815 0.5607 0.9791
H 0.7648 0.6761 0.8955
H -0.7770 2.0645 -0.5156
H -0.3631 0.9872 -1.8794
H -1.3257 0.0538 0.7359
H -2.8119 0.4097 -1.7328
H -2.9174 1.4740 -0.3147
H -3.9086 -1.3590 -0.6714
H -3.5134 -0.7905 0.9368
H -5.6239 0.0403 1.0076
H -5.0920 1.2993 -0.1177
H -7.3089 -0.9066 -0.4229
H -1.5601 -1.9882 -0.1359
H -1.4065 -1.4496 -1.7654
H 0.6688 -2.3154 -1.5045
H 2.2945 -0.7796 -0.0452
H 1.2832 -0.3286 -2.8531
H 2.7062 0.4395 -2.2278
H 3.3769 -1.4360 -3.4638
H 2.4159 -2.5631 -2.5771
H 3.7776 -2.1401 -0.5508
H 4.5143 -0.7716 -1.3224
H 4.9192 -3.1855 -2.9044
H 6.0891 -1.9625 -2.3821
H 6.8541 -3.9614 -1.4049
H 5.2445 -4.5369 -1.0893
H 6.5862 -3.8792 0.9492
H 4.9756 -3.2632 0.8213
H 6.8974 -1.3154 -0.3237
H 5.6307 -1.1364 0.8396
H 9.4449 2.7279 2.3727
C 9.8263 -4.7952 -2.8180
Cl 9.3237 -3.1070 -2.6975
Cl 8.4414 -5.8976 -2.7294
H 10.3219 -4.9423 -3.7695
H 10.4944 -5.0218 -2.0004
C -9.9082 1.0311 -2.1263
Cl -10.7713 1.5562 -0.6694
Cl -11.0048 0.3627 -3.3337
H -9.4017 1.8892 -2.5506
H -9.1902 0.2703 -1.8480
C 3.6693 -4.7182 -6.0853
Cl 4.3851 -4.9060 -4.4789
Cl 2.7129 -3.2348 -6.2129
H 4.4685 -4.6775 -6.8144
H 3.0204 -5.5636 -6.2755
C -2.9710 3.4109 2.6491
Cl -1.9741 3.6614 1.2078
Cl -4.6474 3.0374 2.2285
H -2.5634 2.5865 3.2128
H -2.9553 4.3165 3.2425
C -4.8297 2.5122 6.1369
Cl -3.1270 2.2094 5.7480
Cl -5.0691 4.1349 6.7770
H -5.4059 2.4077 5.2285
H -5.1424 1.7866 6.8780
C -5.9176 3.6136 -1.1865
Cl -4.5611 2.6150 -1.7424
Cl -7.3137 3.4707 -2.2507
H -6.2015 3.2887 -0.1943
H -5.5952 4.6469 -1.1746
C -13.4813 2.5228 1.6246
Cl -12.6490 2.5215 3.1875
Cl -14.4175 3.9942 1.3762
H -12.7267 2.4542 0.8476
H -14.1484 1.6709 1.5900
C -9.8142 1.2027 5.5445
Cl -9.5435 1.6211 7.2408
Cl -8.2994 1.1169 4.6305
H -10.2998 0.2363 5.4973
H -10.4392 1.9633 5.0979
C -6.4877 6.4665 -4.5429
Cl -5.9413 6.7787 -2.8878
Cl -5.1538 6.5090 -5.6970
H -6.9404 5.4830 -4.5705
H -7.2071 7.2292 -4.8127
C -6.7121 0.4588 9.4033
Cl -6.4421 0.8736 11.0978
Cl -5.1972 0.3787 8.4940
H -7.1942 -0.5097 9.3553
H -7.3414 1.2170 8.9562
C 12.1458 -1.6419 -0.2508
Cl 12.1001 -3.3871 -0.5317
Cl 10.5524 -0.9929 0.1586
H 12.8139 -1.4402 0.5767
H 12.5024 -1.1657 -1.1556
C 7.3341 -9.4852 -4.2378
Cl 8.5203 -10.6959 -4.7336
Cl 6.2302 -9.0670 -5.5557
H 6.7543 -9.8847 -3.4150
H 7.8620 -8.5913 -3.9298
*
```

Properties
Energy ... -14177.5222 a.u.

Record 6
DFT (ωB97M-V/def2-TZVPD) results for C5H8N2O2 in the gas phase.

The geometry in ORCA input format:
```
! RIJCOSX wB97M-V def2-TZVPD def2/J DEFGRID3
* xyz 0 1
C 0.5802 -1.4227 -1.1561
C -2.0216 -0.3255 -0.0363
C 0.8980 -1.2736 0.4417
C -0.7594 0.4383 -0.0132
C -0.8500 1.8582 -0.4777
N -0.3081 -0.7428 -1.6448
N 0.3344 0.0629 0.7208
O -2.1543 -1.4832 0.8095
O -2.9059 0.0278 -0.7703
H 1.4093 -1.9759 -1.6797
H 0.2941 -2.0806 0.7438
H 1.9069 -1.2886 0.6572
H -0.8895 1.8387 -1.5475
H 0.1233 2.4408 -0.2548
H -1.7536 2.3286 -0.1207
H -1.3155 -1.8843 0.9445
H 1.0428 0.7670 0.6638
*
```

Properties
Relative energy (zero: lowest compared OMol25 entry of this formula, charge and spin) ... 83.8 kcal/mol
Energy ... -455.2250 a.u.

Record 7
DFT (ωB97M-V/def2-TZVPD) results for a molecular structure, C42H49BF3N7O2P3RhS2.

The geometry in ORCA input format:
```
! RIJCOSX wB97M-V def2-TZVPD def2/J DEFGRID3
* xyz 2 1
Rh -0.4212 -0.2555 0.2725
C -2.7155 0.7589 2.5860
C -1.5063 1.6459 2.8053
P -0.5191 1.8813 1.2833
C -1.3009 3.2231 0.3400
C -1.3771 3.1791 -1.0468
C -1.9235 4.2318 -1.7650
C -2.3984 5.3491 -1.0942
C -2.3224 5.4073 0.2911
C -1.7727 4.3541 1.0046
C 0.9200 2.7800 1.9771
C 1.4384 2.4628 3.2347
C 2.4403 3.2369 3.8022
C 2.9698 4.3152 3.1097
C 2.4762 4.6312 1.8514
C 1.4484 3.8816 1.3000
P -2.2407 -0.7724 1.7047
C -3.7959 -1.3831 0.9984
C -3.9244 -1.9198 -0.2787
C -5.1591 -2.3739 -0.7197
C -6.2699 -2.3003 0.1070
C -6.1455 -1.7692 1.3826
C -4.9161 -1.3120 1.8278
C -1.8171 -2.0052 2.9587
C -1.2548 -1.6483 4.1840
C -0.9082 -2.6224 5.1063
C -1.1076 -3.9630 4.8089
C -1.6710 -4.3260 3.5943
C -2.0301 -3.3542 2.6743
H -3.4443 1.2470 1.9397
H -3.1902 0.5086 3.5349
H -0.8180 1.1722 3.5023
H -1.7733 2.6108 3.2360
H -1.0484 2.2896 -1.5663
H -2.0030 4.1710 -2.8432
H -2.8346 6.1701 -1.6470
H -2.6936 6.2758 0.8182
H -1.7031 4.4311 2.0824
H 1.0840 1.6022 3.7816
H 2.8110 2.9902 4.7887
H 3.7509 4.9174 3.5545
H 2.8646 5.4858 1.3131
H 1.0275 4.1921 0.3524
H -3.0678 -1.9766 -0.9319
H -5.2521 -2.7848 -1.7167
H -7.2311 -2.6542 -0.2411
H -7.0060 -1.7093 2.0352
H -4.8439 -0.9110 2.8307
H -1.0980 -0.6109 4.4482
H -0.4878 -2.3331 6.0602
H -0.8359 -4.7230 5.5291
H -1.8436 -5.3689 3.3649
H -2.4942 -3.6495 1.7423
C 3.9629 0.6480 2.1010
N 3.8763 -0.6684 1.4959
C 4.9640 -1.3878 1.0704
C 4.4879 -2.5851 0.6585
N 3.1283 -2.5994 0.8364
B 2.3144 -3.9144 0.5130
N 1.7460 -3.7948 -0.9539
C 2.3179 -4.3202 -2.0889
C 1.4773 -4.0978 -3.1303
N 0.3834 -3.4291 -2.6172
C -0.8748 -3.1762 -3.3134
C 0.5695 -3.2546 -1.2885
S -0.5853 -2.6495 -0.1788
C 2.7475 -1.4087 1.3418
S 1.1913 -0.9486 1.9915
H 4.9736 1.0242 1.9626
H 3.7407 0.5886 3.1631
H 3.2499 1.3207 1.6360
H 5.9670 -1.0049 1.1404
H 5.0117 -3.4475 0.2876
H 3.1227 -4.8030 0.4836
H 1.4222 -4.0582 1.2905
H 3.2627 -4.8339 -2.0590
H 1.5316 -4.4020 -4.1613
H -0.6946 -3.2062 -4.3858
H -1.2815 -2.2111 -3.0164
H -1.6029 -3.9431 -3.0533
F -4.6611 1.2765 -2.7352
C -3.4702 0.7185 -2.7158
F -2.6415 1.4716 -3.4969
F -3.5427 -0.4907 -3.2911
C -2.8708 0.6294 -1.2907
O -3.4475 1.1285 -0.3563
O -1.7343 0.0268 -1.3217
C 1.9121 2.2142 -3.8399
N 1.3492 0.8115 -4.1216
C 2.5272 -0.1649 -4.2478
N 3.3391 -0.1096 -3.0867
C 3.8438 1.2424 -2.8738
N 2.7537 2.1981 -2.6963
C 2.0188 1.9860 -1.4471
P 1.2073 0.3222 -1.3801
C 0.3969 0.3786 -3.0461
C 2.6914 -0.6656 -1.8942
H 1.0582 2.8773 -3.7032
H 2.4711 2.4998 -4.7307
H 0.8448 0.8386 -5.0097
H 3.0857 0.1425 -5.1319
H 2.1049 -1.1593 -4.3928
H 4.4399 1.5410 -3.7371
H 4.4803 1.2542 -1.9905
H 1.2676 2.7667 -1.3346
H 2.7049 2.0800 -0.6040
H -0.4529 1.0563 -3.0448
H 0.0215 -0.6125 -3.2966
H 2.4083 -1.6968 -2.0886
H 3.4202 -0.6745 -1.0882
*
```

Properties
Relative energy (zero: lowest compared OMol25 entry of this formula, charge and spin) ... 4.9 kcal/mol
Energy ... -4418.8247 a.u.

Record 8
DFT (ωB97M-V/def2-TZVPD) results for a molecular structure, C11H11NO4S3Sn.

The geometry in ORCA input format:
```
! RIJCOSX wB97M-V def2-TZVPD def2/J DEFGRID3
* xyz 1 2
Sn 0.5456 0.1902 0.9292
S -0.9612 -0.5225 4.9663
C -0.1416 -0.5837 3.6991
S 3.6367 0.5996 -3.6236
C 2.5376 0.4441 -2.4292
N 1.7438 0.3427 -1.5804
C 0.2210 -4.2013 -0.5874
S -0.2865 -2.5265 -0.9341
C -2.0520 -2.7677 -1.0302
O -0.0786 -1.8249 0.4180
H -0.2953 -4.5562 0.3026
H 1.2970 -4.1931 -0.4290
H -0.0185 -4.8170 -1.4540
H -2.4034 -3.1912 -0.0905
H -2.2582 -3.4383 -1.8644
H -2.5117 -1.8001 -1.2198
O -3.0523 0.6205 -2.2811
C -3.8456 0.8955 -1.2310
C -5.2148 1.0193 -1.4765
C -6.0774 1.2961 -0.4381
C -5.6098 1.4493 0.8701
C -4.2646 1.3119 1.1227
C -3.3639 1.0358 0.0852
C -1.9507 0.8566 0.4022
O -1.5164 0.8563 1.5925
O -1.0864 0.6429 -0.5383
H -2.1281 0.6598 -1.9794
H -5.5695 0.9052 -2.4914
H -7.1349 1.3963 -0.6447
H -6.2975 1.6751 1.6724
H -3.8708 1.4187 2.1242
*
```

Properties
Relative energy (zero: lowest compared OMol25 entry of this formula, charge and spin) ... 0.0 kcal/mol
Energy ... -2190.0651 a.u.
Expectation value of S² ... 0.767

Record 9
DFT (ωB97M-V/def2-TZVPD) results for C28H37N5O4 in the gas phase.

The geometry in ORCA input format:
```
! RIJCOSX wB97M-V def2-TZVPD def2/J DEFGRID3
* xyz 0 1
C -4.8638 -5.1246 -1.1489
C -5.0630 -3.8359 -0.4115
C -4.6592 -2.6365 -0.9827
C -4.8260 -1.4339 -0.3094
C -5.4266 -1.4278 0.9467
C -5.8417 -2.6137 1.5311
C -5.6464 -3.8086 0.8459
H -5.9699 -4.7332 1.3038
C -6.5023 -2.6252 2.8769
H -7.5244 -2.9920 2.7914
H -6.5289 -1.6285 3.3099
H -5.9681 -3.2873 3.5570
H -5.6078 -0.4955 1.4633
C -4.3851 -0.1895 -1.0025
O -4.3562 -0.0926 -2.2139
N -4.0224 0.8292 -0.1812
H -3.9096 0.6545 0.8046
C -3.5443 2.1031 -0.6876
C -2.0348 2.1545 -0.6221
C -1.3397 2.8178 0.3592
C 0.0593 2.8510 0.3709
C 0.8142 2.0986 -0.5593
N 2.1581 1.9342 -0.4601
C 3.0157 1.7838 -1.6127
H 2.4299 1.8923 -2.5245
C 3.7601 0.4504 -1.5870
H 3.0384 -0.3665 -1.6193
H 4.4150 0.3665 -2.4536
C 4.5910 0.3836 -0.3016
N 5.4452 -0.7897 -0.2786
C 6.5939 -0.6758 0.5997
C 7.6154 -1.7548 0.2482
C 6.9870 -3.1358 0.3943
C 5.7246 -3.1973 -0.4576
C 4.7805 -2.0617 -0.0689
H 3.8858 -2.1055 -0.6912
H 4.4774 -2.1965 0.9856
H 5.9907 -3.0878 -1.5097
H 5.2182 -4.1551 -0.3256
H 7.6927 -3.9095 0.0869
H 6.7294 -3.3111 1.4420
H 7.9351 -1.6099 -0.7846
H 8.4870 -1.6578 0.8976
H 7.0431 0.3108 0.4630
H 6.3114 -0.7797 1.6635
C 3.6340 0.5428 0.8904
C 2.8561 1.8602 0.7998
H 2.1378 1.8866 1.6206
H 3.5342 2.7154 0.9100
H 2.9231 -0.2861 0.8997
H 4.1917 0.5299 1.8280
H 5.2688 1.2470 -0.3083
H 3.7490 2.6014 -1.5872
C 0.0753 1.4566 -1.5762
C -1.2944 1.4912 -1.6103
H -1.8254 0.9775 -2.3975
H 0.6014 0.8906 -2.3283
N 0.6396 3.8122 1.2418
O -0.0227 4.1941 2.1966
O 1.7368 4.2695 0.9634
H -1.8366 3.3860 1.1288
C -4.2272 3.2560 0.0557
C -3.7314 4.5887 -0.4928
O -3.5828 4.8000 -1.6730
N -3.4897 5.5331 0.4451
H -3.5479 5.3587 1.4322
H -3.1371 6.4264 0.1427
H -4.0588 3.1825 1.1310
H -5.3023 3.1969 -0.1283
H -3.8405 2.1388 -1.7423
H -4.2124 -2.6188 -1.9655
H -5.3714 -5.9450 -0.6480
H -3.8018 -5.3612 -1.2108
H -5.2447 -5.0420 -2.1649
*
```

Properties
Relative energy (zero: lowest compared OMol25 entry of this formula, charge and spin) ... 0.1 kcal/mol
SMILES ... Cc1cc(C)cc(C(=O)N[C@@H](CC(N)=O)c2ccc(N3CCC(N4CCCCC4)CC3)c([N+](=O)[O-])c2)c1
Energy ... -1663.8722 a.u.